Entry from OMol25: a structure of composition C34H48N6O3STi in a non-equilibrium geometry (the ωB97M-V functional and the def2-TZVPD basis).

```
! wB97M-V def2-TZVPD RIJCOSX def2/J DEFGRID3
* xyz 2 1
Ti 0.062 -0.795 0.648
C 0.243 -4.817 0.313
C 1.538 -4.027 0.547
C 1.661 -3.270 1.864
N 1.130 -1.889 1.925
C 1.446 -1.167 3.035
C 2.025 -1.750 4.166
C 2.310 -1.234 5.426
C 2.079 0.022 5.950
C 1.565 1.110 5.261
C 1.219 1.216 3.927
C 1.227 0.270 2.889
N 0.970 0.639 1.620
C 1.291 1.955 1.088
C 2.233 1.793 -0.121
C 2.639 0.359 -0.434
N 1.512 -0.556 -0.692
C 1.564 -1.401 -1.734
C 2.723 -1.617 -2.504
C 2.919 -2.320 -3.675
C 2.008 -3.014 -4.460
C 0.692 -3.262 -4.142
C -0.002 -2.948 -2.977
C 0.362 -2.207 -1.859
N -0.412 -2.106 -0.741
C -1.488 -3.077 -0.472
C -1.072 -4.094 0.584
H 0.274 -5.693 0.965
H 0.253 -5.214 -0.707
H 1.787 -3.363 -0.277
H 2.348 -4.761 0.561
H 2.727 -3.197 2.098
H 1.210 -3.873 2.663
H 2.279 -2.795 4.068
H 2.753 -1.950 6.109
H 2.330 0.172 6.991
H 1.436 2.020 5.837
H 0.880 2.198 3.625
H 1.770 2.559 1.858
H 0.377 2.466 0.778
H 3.159 2.340 0.066
H 1.769 2.231 -1.001
H 3.241 -0.063 0.376
H 3.272 0.423 -1.315
H 3.622 -1.156 -2.124
H 3.937 -2.297 -4.046
H 2.377 -3.419 -5.393
H 0.121 -3.824 -4.871
H -1.008 -3.341 -2.962
H -1.737 -3.624 -1.379
H -2.385 -2.534 -0.173
H -1.882 -4.823 0.672
H -1.011 -3.608 1.553
C -1.349 -2.229 3.479
O -1.573 -1.475 2.277
C -2.824 -0.767 2.359
C -2.457 0.685 2.421
O -1.715 0.962 1.240
C -2.419 1.775 0.283
C -3.446 0.986 -0.495
O -2.822 -0.189 -0.971
C -3.332 -0.612 -2.227
H -1.295 -1.557 4.339
H -0.412 -2.763 3.388
H -2.160 -2.943 3.620
H -3.380 -1.080 3.243
H -3.408 -1.002 1.470
H -1.812 0.877 3.284
H -3.332 1.334 2.493
H -1.656 2.151 -0.389
H -2.883 2.615 0.806
H -3.794 1.612 -1.323
H -4.326 0.728 0.108
H -3.240 0.186 -2.966
H -4.377 -0.925 -2.146
H -2.730 -1.457 -2.555
C -0.518 5.554 -5.494
C -0.406 5.085 -4.084
C -0.282 5.895 -2.993
C -0.203 5.289 -1.725
N -0.235 3.976 -1.549
C -0.359 3.168 -2.623
S -0.399 1.495 -2.497
N -0.444 3.750 -3.864
C -0.091 6.126 -0.491
H -0.285 6.612 -5.562
H -1.535 5.399 -5.860
H 0.163 5.002 -6.143
H -0.243 6.967 -3.106
H -0.527 3.111 -4.645
H 0.183 7.153 -0.716
H 0.639 5.688 0.187
H -1.056 6.130 0.021
*
```

Computed properties:
Molar mass (g/mol): 668.731
Lowest unoccupied orbital energy (eV): -6.021
E_tot (a.u.): -3125.81493
Kohn-Sham gap (eV): 6.6